# 1
53
Properties=species:S:1:pos:R:3:forces:R:3 method="wB97M-V/def2-TZVPD" total_charge=0 homo_ev="-5.909 / -5.880" total_energy_ha=-3691.95691
C 1.559119 0.206844 2.828199 -0.032 0.373 0.561
C 1.903290 -0.482341 1.677660 -0.069 0.083 0.505
C 1.865298 0.402037 0.576971 -0.397 1.701 -0.027
H 2.154219 -1.539491 1.618909 -0.164 0.301 0.095
C 1.471771 1.680026 1.037930 1.003 -0.785 -1.440
C 1.337936 1.590684 2.483138 -1.177 -0.775 0.499
H 1.465713 2.599957 0.454981 0.181 -0.152 0.093
C -1.075000 -2.383663 3.200524 -0.092 -0.296 -0.171
C -0.136715 -3.195767 2.509087 -0.728 0.493 -0.159
C -0.420227 -3.105346 1.125120 0.032 0.892 0.024
H 0.648111 -3.784713 2.948048 0.105 -0.120 0.155
C -1.494315 -2.189605 0.952067 0.192 -1.023 0.082
C -1.997751 -1.869462 2.251065 1.000 0.603 -0.262
H 2.089470 0.144059 -0.453316 -0.082 0.097 0.107
H 1.393167 2.419310 3.189411 0.386 -0.096 -0.050
H 1.498239 -0.184397 3.851915 0.042 0.151 -0.704
H -2.870121 -1.250650 2.447349 0.198 0.044 0.120
H 0.115754 -3.587709 0.309779 0.030 0.121 0.270
H -1.056166 -2.146143 4.268410 -0.226 -0.384 -0.369
Bi -1.026157 2.370230 2.115441 1.342 -0.938 2.883
C -1.777202 -1.430537 -0.324231 0.063 -0.686 0.263
C -3.269447 -1.448901 -0.635481 -0.015 -0.030 -0.219
C -1.014668 -1.983016 -1.539837 -0.248 -0.014 -0.006
H -3.590465 -2.496756 -0.563979 -0.044 0.330 0.005
H -3.458445 -1.119181 -1.664038 -0.128 0.207 0.119
H -3.853926 -0.858403 0.070417 -0.055 -0.029 0.025
H -1.222602 -3.052557 -1.663885 0.014 0.212 0.000
H 0.066150 -1.836126 -1.457210 -0.094 -0.165 0.114
H -1.349377 -1.443085 -2.432389 0.053 -0.167 0.013
C -1.144653 -0.025845 0.009062 0.129 0.677 -0.100
C -1.541522 1.242638 -0.648004 0.311 0.574 2.013
H -0.071980 -0.185060 -0.187513 -0.345 0.280 -0.243
H -1.148858 0.112839 1.120151 -0.315 -0.161 -0.385
O -1.849434 2.254029 0.106047 -0.067 -1.804 -2.224
N -1.505362 1.418920 -2.017690 -0.640 0.345 -1.114
C -0.491637 2.426370 -2.506782 -0.454 -0.206 0.255
H -2.442324 1.708072 -2.323521 0.395 0.006 0.094
C 0.851070 1.784646 -2.687606 0.699 -0.108 -0.311
C 2.019844 2.503595 -2.404074 -0.160 -0.284 -0.042
H 1.936544 3.516741 -2.003230 0.102 -0.274 -0.045
C 3.270826 1.938553 -2.655230 -0.081 -0.082 -0.117
H 4.174393 2.503874 -2.430478 -0.208 -0.140 -0.051
C 3.366376 0.657405 -3.208205 -0.117 0.099 0.132
H 4.345511 0.223813 -3.421024 -0.310 0.128 0.113
C 2.203433 -0.059311 -3.496402 -0.237 0.109 -0.018
H 2.253952 -1.057541 -3.934952 0.068 0.301 0.125
C 0.950328 0.508139 -3.249824 0.096 0.146 -0.040
H 0.024370 -0.005736 -3.520448 0.436 0.021 0.173
H -0.417988 3.272399 -1.811885 -0.065 -0.045 -0.135
H -0.855800 2.813129 -3.473193 -0.010 -0.226 0.413
Se 0.265054 0.346899 6.403411 -0.346 0.307 -0.440
C -0.712756 0.889384 5.040848 -1.189 0.193 -1.451
N -1.435029 1.186745 4.118497 1.221 0.194 0.873


# 2
87
Properties=species:S:1:pos:R:3:forces:R:3 method="wB97M-V/def2-TZVPD" total_charge=0 homo_ev=-9.196 smiles=FC(F)C(F)(F)COC(F)(F)C(F)F.FC(F)C(F)(F)COC(F)(F)C(F)F.FC(F)C(F)(F)COC(F)(F)C(F)F.FC(F)C(F)(F)COC(F)(F)C(F)F.SCCC[SiH2]Br total_energy_ha=-7649.85014
F -3.322459 0.479577 -2.637746 0.042 0.009 -0.027
C -2.822965 -0.768718 -2.511227 -0.064 -0.082 0.051
F -2.127621 -1.061793 -3.630566 0.010 0.008 0.007
C -3.956666 -1.788241 -2.348483 0.126 -0.064 0.054
F -4.675719 -1.872577 -3.480443 -0.049 -0.004 -0.037
F -3.316472 -2.986518 -2.158235 -0.028 0.040 -0.055
C -4.872271 -1.629464 -1.130010 -0.029 -0.061 0.183
O -6.076658 -0.921877 -1.369684 0.055 0.011 -0.376
C -6.190863 0.413025 -1.150978 -0.165 0.050 0.199
F -5.072584 0.957741 -0.647605 0.057 0.034 0.003
F -7.174964 0.607835 -0.225517 0.103 0.002 -0.018
C -6.659244 1.154358 -2.415553 -0.016 -0.077 0.086
F -5.827409 0.917151 -3.442335 -0.017 0.020 0.000
F -6.648383 2.486636 -2.153067 -0.032 0.025 -0.004
H -2.157785 -0.813613 -1.646537 0.063 0.046 -0.005
H -5.184900 -2.642256 -0.881904 -0.015 0.038 0.041
H -4.312200 -1.222236 -0.288469 0.000 0.024 -0.024
H -7.672068 0.846525 -2.673794 0.021 -0.015 -0.046
F 6.026012 -2.608273 -3.415778 -0.050 0.024 -0.006
C 6.857576 -2.707675 -2.360254 0.050 0.083 -0.014
F 6.108963 -2.706155 -1.234743 0.002 -0.048 0.011
C 7.818394 -1.511057 -2.307445 0.024 -0.092 0.084
F 7.134517 -0.388537 -2.023094 -0.021 0.039 0.006
F 8.644745 -1.785696 -1.248281 -0.048 0.031 -0.009
C 8.753888 -1.290049 -3.500766 0.171 -0.018 -0.124
O 8.300575 -0.357910 -4.465177 -0.328 0.107 0.258
C 7.592738 -0.730396 -5.567202 0.151 -0.011 -0.183
F 7.389853 -2.057342 -5.627083 -0.016 -0.007 0.002
F 8.315139 -0.389523 -6.665952 -0.005 -0.082 0.006
C 6.266393 0.045767 -5.674338 0.121 0.015 0.016
F 5.545834 -0.101281 -4.546338 -0.015 -0.042 0.039
F 5.555331 -0.452201 -6.707035 -0.002 -0.002 -0.026
H 7.412150 -3.646866 -2.417823 0.001 -0.010 -0.007
H 9.646630 -0.838054 -3.071547 0.006 -0.019 -0.055
H 9.028612 -2.246313 -3.944814 -0.034 -0.004 -0.024
H 6.469872 1.103999 -5.845838 -0.013 0.012 0.022
F 7.276984 -0.389609 6.347950 -0.007 -0.015 -0.070
C 8.182767 -0.933763 7.186247 -0.037 -0.046 0.019
F 9.385322 -0.917343 6.574146 0.019 -0.018 0.008
C 7.812880 -2.385983 7.521514 0.099 0.048 0.064
F 7.941556 -3.160181 6.432207 -0.006 -0.022 -0.037
F 8.761264 -2.771973 8.435497 -0.005 -0.009 -0.057
C 6.468471 -2.637423 8.213701 -0.159 -0.020 0.151
O 5.398968 -3.005768 7.360986 0.290 -0.027 -0.329
C 4.535579 -2.096979 6.830589 -0.173 -0.027 0.151
F 4.812644 -0.836884 7.209400 0.005 0.000 -0.013
F 3.289133 -2.382287 7.289250 0.010 0.073 0.036
C 4.460504 -2.218963 5.297786 0.006 -0.075 0.138
F 5.689373 -2.106035 4.759325 0.069 0.047 -0.016
F 3.696979 -1.207633 4.828403 -0.067 0.059 -0.006
H 8.238729 -0.334134 8.097935 -0.009 0.008 0.006
H 6.640123 -3.512104 8.838867 -0.050 0.029 0.011
H 6.214431 -1.795932 8.857412 -0.022 0.028 -0.030
H 4.018186 -3.174373 5.014942 0.011 -0.013 -0.042
F -9.632193 5.759731 -2.977322 -0.019 0.021 -0.025
C -9.084795 4.553645 -3.236272 -0.050 -0.022 0.035
F -8.622487 4.564101 -4.504113 0.003 -0.025 -0.016
C -10.139410 3.445180 -3.103629 0.196 -0.021 0.006
F -11.051839 3.547310 -4.081036 -0.046 -0.002 -0.025
F -9.427201 2.283125 -3.306766 -0.102 0.006 -0.064
C -10.813174 3.260170 -1.740019 -0.024 -0.070 0.193
O -12.070663 3.894423 -1.594432 0.004 0.100 -0.403
C -12.203280 5.142137 -1.065943 -0.073 -0.019 0.222
F -11.028461 5.672980 -0.689984 0.026 0.020 -0.012
F -12.970774 5.045630 0.051791 0.077 0.018 0.007
C -12.962922 6.080718 -2.022080 -0.004 -0.105 0.050
F -12.357222 6.115003 -3.223382 0.031 0.003 -0.015
F -12.957478 7.326291 -1.501624 -0.012 0.019 0.019
H -8.252159 4.372319 -2.553540 -0.005 0.014 0.009
H -11.028387 2.194554 -1.678320 -0.007 0.027 0.052
H -10.120277 3.520914 -0.940454 -0.005 0.040 -0.007
H -13.992290 5.737257 -2.137069 -0.001 -0.006 -0.031
S 4.127946 -2.963843 1.856975 -0.003 -0.051 -0.052
C 4.567008 -1.282495 1.321676 -0.026 0.030 -0.078
C 3.515062 -0.204614 1.559933 0.032 -0.031 -0.124
C 2.187523 -0.459837 0.818024 0.071 -0.043 -0.016
Si 0.828505 -1.139189 1.898880 0.019 0.032 0.062
Br -0.664079 -2.168002 0.581744 -0.111 -0.038 -0.073
H 3.391889 -3.307705 0.788495 0.003 0.027 0.069
H 5.480943 -1.048955 1.866576 -0.002 0.022 0.044
H 4.829160 -1.328144 0.265468 0.012 0.011 0.025
H 3.352604 -0.084140 2.629886 0.009 -0.007 0.137
H 3.949052 0.735515 1.211968 -0.012 0.035 0.002
H 2.336703 -1.144975 -0.021145 0.035 0.003 -0.008
H 1.815546 0.467738 0.377769 -0.052 0.004 -0.002
H 1.280983 -2.143264 2.870012 -0.017 0.001 0.018
H 0.096269 -0.064192 2.597459 0.023 0.010 -0.009


# 3
71
Properties=species:S:1:pos:R:3:forces:R:3 method="wB97M-V/def2-TZVPD" total_charge=+2 e_above_lowest_kcal_mol=0.0 homo_ev="-14.337 / -14.336" s2=0.771 spin_multiplicity=2 total_energy_ha=-5808.15983
W -0.129561 -1.184870 0.158413 0.367 -0.634 0.038
O 1.377540 0.272378 -0.421340 0.177 -0.051 -0.223
C 2.161815 1.108502 0.469612 0.087 0.096 0.005
C 3.010843 0.320927 1.458027 -0.027 -0.037 -0.010
N 2.256032 -0.499636 2.383777 -0.028 0.033 0.021
C 1.376501 0.139664 3.309665 -0.018 -0.022 -0.024
C -0.072874 0.181454 2.836282 0.024 0.029 0.067
O -1.060724 0.257096 3.471997 0.005 0.000 -0.015
O -0.119531 0.142760 1.425967 -0.202 0.071 0.030
C 2.611928 -1.872680 2.560564 0.032 0.037 -0.050
C 2.090457 -2.828227 1.485444 0.019 -0.072 0.157
O 2.267966 -4.002147 1.479272 0.023 0.043 -0.090
O 1.444157 -2.206433 0.445854 -0.254 0.075 -0.006
H 1.963386 -0.095836 -1.132081 -0.102 -0.057 0.102
H 1.467422 1.788624 0.953475 -0.012 -0.002 -0.008
H 2.812457 1.702153 -0.172758 -0.034 0.011 -0.014
H 3.631266 1.055935 1.987765 0.005 0.003 -0.003
H 3.692246 -0.326945 0.903763 0.004 -0.004 0.005
H 1.666610 1.182220 3.483957 0.016 -0.008 -0.003
H 1.368948 -0.346262 4.286027 0.008 0.005 -0.005
H 2.233981 -2.250009 3.511791 -0.007 -0.022 -0.021
H 3.696211 -2.023691 2.585220 0.008 -0.013 0.002
C -6.331634 -1.432953 -4.088641 0.024 -0.008 0.007
C -5.271106 -2.085281 -3.252541 -0.050 0.023 -0.028
C -5.558130 -3.207744 -2.474854 -0.003 -0.033 0.022
C -4.585375 -3.808633 -1.698059 -0.002 0.051 -0.025
C -3.303659 -3.262856 -1.691173 0.043 0.023 -0.059
C -2.979927 -2.160823 -2.479293 -0.109 -0.046 0.005
C -3.969708 -1.580881 -3.248951 0.051 0.015 -0.002
S -2.064134 -4.062560 -0.777300 -0.124 -0.103 0.018
O -1.008853 -3.063280 -0.478107 0.214 0.194 -0.240
O -1.524106 -5.223468 -1.413711 0.013 0.018 0.044
N -2.787266 -4.552007 0.572343 0.013 0.013 0.120
C -3.597602 -3.717331 1.465553 -0.019 0.015 0.035
C -2.796489 -2.977114 2.552270 0.118 -0.073 0.070
C -1.774973 -2.163728 1.854041 -0.118 0.082 -0.009
O -0.514014 -2.330012 1.945579 0.017 0.010 -0.045
O -2.105823 -1.350443 0.945850 -0.203 0.033 -0.002
H -7.321884 -1.814654 -3.851314 0.000 -0.002 0.003
H -6.142293 -1.617067 -5.147719 0.001 -0.003 -0.001
H -6.329188 -0.352974 -3.941853 0.000 -0.002 0.002
H -6.561735 -3.612592 -2.474399 0.002 -0.005 -0.001
H -4.820295 -4.679257 -1.100142 -0.006 -0.008 -0.010
H -1.981416 -1.754093 -2.487494 0.057 0.041 0.025
H -3.730900 -0.710324 -3.847190 -0.001 -0.002 -0.001
H -2.490826 -5.474605 0.864947 -0.030 0.006 0.010
H -4.335307 -4.361850 1.938546 0.003 -0.023 -0.014
H -4.136687 -2.992303 0.857455 0.000 -0.014 -0.004
H -2.317842 -3.659998 3.251670 0.008 0.007 0.000
H -3.468926 -2.312353 3.098146 0.003 -0.006 0.007
F -0.188429 2.225872 -2.113686 -0.158 -0.100 0.016
P -1.764964 2.295858 -1.972937 0.300 0.350 0.161
F -1.536952 2.514332 -0.424844 -0.024 -0.155 -0.155
F -1.220801 -0.217565 -0.991747 -0.037 0.264 -0.011
F -2.014920 3.713987 -2.473306 -0.110 -0.053 -0.058
F -3.219334 1.813678 -1.627728 0.055 -0.049 -0.043
F -1.846462 1.421764 -3.280478 -0.028 -0.050 0.105
Br 4.206551 -4.067672 -1.639188 0.009 0.028 0.026
C 2.695047 -4.409367 -2.585122 0.017 -0.005 0.023
C 2.596691 -5.719525 -3.153527 -0.069 0.086 -0.005
C 1.467549 -6.087040 -3.830179 -0.042 0.028 0.002
C 0.417607 -5.168198 -3.949269 0.049 0.073 0.042
C 0.512057 -3.868744 -3.387133 0.038 -0.148 -0.062
C 1.631218 -3.465419 -2.717005 -0.051 -0.117 -0.045
C 1.671144 -2.077369 -2.137073 0.219 0.141 0.093
O 2.705169 -1.445339 -2.043161 -0.118 -0.013 -0.002
O 0.502901 -1.618705 -1.775903 -0.011 0.011 0.037
H 3.423559 -6.403848 -3.023048 0.016 0.015 0.005
H 1.383003 -7.075474 -4.259081 -0.011 0.002 -0.004
H -0.488078 -5.446790 -4.471597 0.002 -0.005 -0.001
H -0.315853 -3.183256 -3.492310 -0.041 0.010 -0.006